The following is a quantum chemistry calculation of a cluster of 2 separate species, C9H12ClOP in total in a non-equilibrium geometry, from the Open Molecules 2025 dataset.

Last column: Mulliken charge in e.
CARTESIAN COORDINATES (ANGSTROEM)
C -2.82 2.07 2.28  -0.321
C -1.72 2.85 2.66  -0.516
C -2.67 1.14 1.31  -0.420
C -0.46 2.57 2.18  -0.295
C -1.39 0.78 0.81  -0.031
C -0.31 1.55 1.19  0.276
C 1.13 -3.25 -1.99  -1.222
C 1.79 -0.81 -2.71  -1.196
C 1.56 -1.80 -1.52  0.506
O 0.61 -1.25 -0.73  -0.545
P 1.46 1.12 0.82  0.277
Cl 1.88 -0.17 2.24  -0.093
H -3.86 2.40 2.66  0.258
H -1.83 3.53 3.46  0.387
H -3.47 0.41 1.04  0.292
H 0.46 3.10 2.52  0.265
H -1.40 -0.05 0.06  0.337
H 0.04 -3.01 -2.12  0.291
H 1.59 -3.41 -2.92  0.340
H 1.23 -4.17 -1.42  0.290
H 0.82 -0.59 -3.24  0.233
H 2.56 -1.24 -3.37  0.421
H 2.25 0.07 -2.32  0.330
H 2.57 -1.85 -0.87  0.135

The calculation puts the relative energy (zero: lowest compared OMol25 entry of this formula, charge and spin) at 98.99 kcal per mole. The frontier orbital gap (alpha / beta) comes out at 0.2145 / 0.2154 Eh. For the calculated total energy, the calculation gives -33382.336 eV.